{
  "formula": "C2H2ClN2O2",
  "method": "ωB97M-V/def2-TZVPD",
  "species": ["Cl", "O", "O", "N", "N", "C", "C", "H", "H"],
  "coordinates": [[1.5645, -1.7891, -0.0236], [0.2724, 2.0282, -0.2455], [2.2138, 1.0316, 0.3817], [-0.8136, -0.7250, 0.5590], [-1.9055, -0.2115, 0.1875], [0.2785, -0.4653, -0.2700], [1.0976, 1.1636, -0.0022], [0.0216, -0.4406, -1.3069], [-2.7293, -0.5920, 0.7200]],
  "forces_ev_per_angstrom": [[-0.99, 0.62, -0.20], [0.18, 0.09, -0.16], [1.85, 0.08, 0.38], [-1.69, -0.24, 0.12], [0.43, -0.66, -0.67], [1.48, 0.57, 0.72], [-2.54, -0.75, -0.04], [-0.09, -0.15, -0.63], [1.36, 0.44, 0.48]],
  "charge": -1,
  "orbital_gap_ev": 8.09,
  "smiles": "[H]/N=N/[C@H](Cl)C(=O)[O-]",
  "max_force_ev_per_a": 2.65
}